Entry one
23
Properties=species:S:1:pos:R:3:lowdin_charge:R:1 method="wB97M-V/def2-TZVPD" homo_energy_ev=-8.98 lumo_energy_ev=1.011 smiles=Cc1ccccc1.CC spin_multiplicity=1 total_charge=0
C -1.439 0.805 2.022 -0.060
C -1.137 0.997 0.566 -0.279
C -0.066 0.282 0.033 -0.054
C 0.042 0.127 -1.341 -0.091
C -0.857 0.744 -2.193 -0.102
C -1.877 1.528 -1.665 -0.092
C -1.988 1.689 -0.295 -0.056
H -1.431 -0.254 2.270 0.078
H -2.464 1.084 2.264 0.073
H -0.820 1.288 2.773 0.076
H 0.730 -0.045 0.686 0.104
H 0.853 -0.401 -1.818 0.091
H -0.963 0.518 -3.243 0.098
H -2.572 2.004 -2.344 0.100
H -2.645 2.431 0.156 0.112
C 2.709 -2.646 0.182 -0.162
C 3.235 -2.369 1.605 -0.159
H 3.576 -2.929 -0.427 0.060
H 2.037 -3.499 0.148 0.061
H 2.261 -1.847 -0.396 0.030
H 3.312 -1.301 1.821 0.058
H 4.207 -2.833 1.769 0.059
H 2.531 -2.799 2.308 0.053

---

Entry two
23
Properties=species:S:1:pos:R:3:lowdin_charge:R:1 method="wB97M-V/def2-TZVPD" homo_energy_ev=-8.96 lumo_energy_ev=1.036 smiles=Cc1ccccc1.CC spin_multiplicity=1 total_charge=0
C -0.063 -1.465 -2.761 -0.059
C -0.253 -1.494 -1.273 -0.283
C -0.472 -0.293 -0.584 -0.058
C -0.993 -0.313 0.699 -0.083
C -1.061 -1.528 1.377 -0.097
C -0.741 -2.699 0.730 -0.093
C -0.296 -2.702 -0.592 -0.051
H 0.073 -2.471 -3.161 0.075
H 0.695 -0.797 -3.157 0.075
H -0.965 -1.058 -3.217 0.081
H -0.467 0.584 -1.218 0.109
H -1.235 0.646 1.131 0.084
H -1.332 -1.552 2.416 0.096
H -0.787 -3.641 1.257 0.100
H 0.014 -3.627 -1.061 0.107
C 1.687 2.551 1.126 -0.169
C 0.243 3.039 1.166 -0.171
H 2.262 2.898 1.987 0.060
H 1.766 1.463 1.166 0.057
H 2.252 2.938 0.274 0.062
H -0.387 2.553 0.436 0.036
H 0.198 4.119 1.091 0.060
H -0.138 2.850 2.170 0.064

---

Entry three
23
Properties=species:S:1:pos:R:3:lowdin_charge:R:1 method="wB97M-V/def2-TZVPD" homo_energy_ev=-8.89 lumo_energy_ev=1.020 smiles=Cc1ccccc1.CC spin_multiplicity=1 total_charge=0
C 1.073 -2.083 2.488 -0.071
C 1.236 -1.295 1.255 -0.282
C 0.520 -0.113 1.024 -0.020
C 0.747 0.655 -0.183 -0.061
C 1.532 0.138 -1.230 -0.056
C 2.245 -1.046 -0.859 -0.126
C 2.169 -1.776 0.277 -0.057
H 0.910 -3.154 2.353 0.088
H 0.331 -1.775 3.083 0.017
H 1.946 -1.830 3.214 0.127
H 0.034 0.327 1.827 0.083
H 0.073 1.467 -0.282 0.042
H 1.804 0.580 -2.179 0.094
H 3.112 -1.287 -1.445 0.090
H 2.848 -2.637 0.478 0.127
C -2.132 2.374 -1.210 -0.171
C -2.987 1.137 -1.185 -0.173
H -2.674 3.338 -1.392 0.086
H -1.531 2.464 -0.315 0.041
H -1.462 2.227 -2.012 0.046
H -2.439 0.245 -1.278 0.040
H -3.681 0.999 -2.060 0.082
H -3.675 1.044 -0.368 0.053

---

Most stable to least stable, the ends of the list are entry two and entry three.

---

Entry one
23
Properties=species:S:1:pos:R:3:lowdin_charge:R:1 method="wB97M-V/def2-TZVPD" homo_energy_ev=-9.03 lumo_energy_ev=1.014 smiles=Cc1ccccc1.CC spin_multiplicity=1 total_charge=0
C -2.080 0.377 -1.695 -0.078
C -0.646 0.263 -1.389 -0.293
C 0.159 -0.603 -2.117 -0.065
C 1.533 -0.648 -1.934 -0.102
C 2.170 0.231 -1.097 -0.088
C 1.377 1.188 -0.436 -0.092
C -0.011 1.143 -0.495 -0.082
H -2.798 -0.482 -1.718 0.088
H -2.292 0.754 -2.702 0.078
H -2.523 1.133 -0.960 0.097
H -0.242 -1.161 -2.982 0.122
H 1.927 -1.498 -2.498 0.106
H 3.222 0.263 -0.927 0.091
H 1.881 1.996 0.082 0.102
H -0.463 1.974 0.068 0.111
C -0.468 0.053 2.754 -0.175
C 0.219 -1.307 2.453 -0.166
H 0.141 0.431 3.594 0.053
H -0.328 0.897 1.942 0.066
H -1.525 -0.069 3.010 0.058
H 1.181 -1.099 2.020 0.053
H -0.548 -1.765 1.800 0.058
H 0.115 -2.071 3.227 0.060

---

Entry two
23
Properties=species:S:1:pos:R:3:lowdin_charge:R:1 method="wB97M-V/def2-TZVPD" homo_energy_ev=-9.02 lumo_energy_ev=1.013 smiles=Cc1ccccc1.CC spin_multiplicity=1 total_charge=0
C 1.298 -1.716 -1.033 -0.055
C 1.372 -0.723 0.075 -0.295
C 1.514 0.639 -0.132 -0.064
C 1.771 1.493 0.949 -0.094
C 1.741 1.030 2.245 -0.098
C 1.404 -0.310 2.461 -0.083
C 1.230 -1.156 1.387 -0.062
H 2.256 -1.777 -1.561 0.084
H 0.576 -1.453 -1.810 0.070
H 1.068 -2.732 -0.721 0.076
H 1.606 1.083 -1.116 0.112
H 1.841 2.543 0.685 0.101
H 2.026 1.689 3.054 0.099
H 1.195 -0.595 3.485 0.101
H 0.875 -2.137 1.572 0.098
C -2.066 0.121 -1.061 -0.166
C -3.369 0.885 -1.309 -0.166
H -1.950 -0.799 -1.629 0.060
H -1.253 0.814 -1.217 0.050
H -2.005 -0.251 -0.053 0.056
H -3.817 1.256 -0.390 0.061
H -4.123 0.365 -1.908 0.060
H -3.189 1.732 -1.973 0.056

---

Entry three
23
Properties=species:S:1:pos:R:3:lowdin_charge:R:1 method="wB97M-V/def2-TZVPD" homo_energy_ev=-9.01 lumo_energy_ev=1.042 smiles=Cc1ccccc1.CC spin_multiplicity=1 total_charge=0
C 3.421 -1.378 0.988 -0.053
C 2.258 -0.645 0.372 -0.285
C 1.370 -1.278 -0.482 -0.059
C 0.294 -0.596 -1.032 -0.091
C 0.041 0.721 -0.682 -0.095
C 0.995 1.387 0.093 -0.092
C 2.090 0.717 0.616 -0.058
H 3.025 -1.838 1.906 0.087
H 4.140 -0.660 1.371 0.068
H 3.925 -2.131 0.390 0.077
H 1.492 -2.317 -0.744 0.108
H -0.388 -1.096 -1.707 0.100
H -0.863 1.261 -0.942 0.084
H 0.832 2.444 0.246 0.099
H 2.800 1.321 1.175 0.110
C -4.216 1.281 -0.282 -0.157
C -4.450 -0.148 0.229 -0.167
H -4.407 2.002 0.510 0.062
H -3.171 1.422 -0.544 0.033
H -4.804 1.466 -1.170 0.058
H -3.559 -0.582 0.662 0.053
H -5.282 -0.187 0.939 0.060
H -4.750 -0.819 -0.583 0.059

---

Most stable to least stable, the ends of the list are entry three and entry one.

---

Entry one
23
Properties=species:S:1:pos:R:3:lowdin_charge:R:1 method="wB97M-V/def2-TZVPD" homo_energy_ev=-8.71 lumo_energy_ev=1.033 smiles=Cc1ccccc1.CC spin_multiplicity=1 total_charge=0
C -2.507 1.450 -0.777 -0.086
C -1.450 0.731 -0.096 -0.308
C -1.081 -0.567 -0.364 -0.038
C -0.184 -1.184 0.599 -0.113
C 0.057 -0.561 1.826 -0.072
C -0.180 0.888 1.845 -0.104
C -0.834 1.599 0.898 -0.049
H -2.545 1.185 -1.847 0.080
H -2.301 2.541 -0.834 0.087
H -3.484 1.140 -0.230 0.127
H -1.408 -1.106 -1.197 0.098
H 0.290 -2.059 0.556 0.057
H 0.569 -0.958 2.756 0.115
H -0.069 1.316 2.890 0.114
H -0.879 2.612 1.083 0.085
C 2.061 -0.592 -1.254 -0.168
C 3.112 -1.519 -1.747 -0.171
H 2.188 0.512 -1.583 0.109
H 1.028 -0.842 -1.199 0.011
H 2.354 -0.448 -0.228 0.056
H 2.759 -2.261 -2.426 0.052
H 3.554 -2.091 -1.041 0.018
H 3.980 -1.011 -2.291 0.099

---

Entry two
23
Properties=species:S:1:pos:R:3:lowdin_charge:R:1 method="wB97M-V/def2-TZVPD" homo_energy_ev=-9.10 lumo_energy_ev=1.058 smiles=Cc1ccccc1.CC spin_multiplicity=1 total_charge=0
C -1.560 0.811 1.552 -0.048
C -1.123 0.192 0.258 -0.303
C -0.797 0.961 -0.845 -0.076
C -0.540 0.412 -2.097 -0.085
C -0.565 -0.960 -2.248 -0.095
C -0.788 -1.747 -1.127 -0.091
C -1.054 -1.195 0.115 -0.051
H -0.740 1.300 2.081 0.069
H -1.934 0.014 2.195 0.073
H -2.387 1.520 1.471 0.083
H -0.876 2.041 -0.792 0.114
H -0.357 1.126 -2.888 0.101
H -0.319 -1.450 -3.180 0.099
H -0.775 -2.822 -1.198 0.098
H -1.356 -1.818 0.936 0.103
C 2.237 1.133 1.395 -0.166
C 2.921 -0.174 1.762 -0.159
H 2.902 1.815 0.858 0.068
H 1.321 0.957 0.826 0.030
H 1.868 1.750 2.224 0.061
H 3.483 -0.542 0.898 0.064
H 3.689 0.017 2.517 0.063
H 2.288 -0.982 2.053 0.048

---

Entry three
23
Properties=species:S:1:pos:R:3:lowdin_charge:R:1 method="wB97M-V/def2-TZVPD" homo_energy_ev=-8.66 lumo_energy_ev=0.961 smiles=Cc1ccccc1.CC spin_multiplicity=1 total_charge=0
C -2.098 0.397 -2.144 -0.054
C -0.694 0.861 -1.830 -0.238
C -0.227 1.899 -2.660 -0.093
C 1.005 2.489 -2.529 -0.078
C 1.911 1.876 -1.563 -0.065
C 1.403 0.900 -0.616 -0.114
C 0.152 0.417 -0.749 -0.071
H -2.091 -0.335 -2.833 0.028
H -2.646 1.325 -2.427 0.097
H -2.472 -0.337 -1.391 0.094
H -0.921 2.195 -3.450 0.109
H 1.314 3.262 -3.181 0.081
H 2.873 2.411 -1.398 0.095
H 2.217 0.528 0.123 0.129
H -0.273 -0.119 0.057 0.077
C -0.159 -1.485 3.306 -0.159
C 0.270 -2.962 3.348 -0.161
H 0.631 -0.840 3.455 0.030
H -0.597 -1.218 2.329 0.060
H -0.778 -1.291 4.141 0.048
H -0.574 -3.722 3.558 0.094
H 1.101 -3.000 4.050 0.058
H 0.651 -3.250 2.405 0.032

---

Entry four
23
Properties=species:S:1:pos:R:3:lowdin_charge:R:1 method="wB97M-V/def2-TZVPD" homo_energy_ev=-9.05 lumo_energy_ev=1.010 smiles=Cc1ccccc1.CC spin_multiplicity=1 total_charge=0
C -0.383 0.530 2.899 -0.048
C -0.866 -0.201 1.672 -0.276
C -0.312 -1.402 1.245 -0.049
C -0.767 -1.959 0.056 -0.106
C -1.728 -1.381 -0.748 -0.101
C -2.341 -0.233 -0.253 -0.089
C -1.937 0.327 0.956 -0.058
H -0.911 0.166 3.784 0.084
H -0.622 1.582 2.808 0.075
H 0.633 0.349 3.119 0.059
H 0.495 -1.922 1.721 0.106
H -0.386 -2.934 -0.239 0.102
H -1.951 -1.681 -1.749 0.095
H -3.177 0.203 -0.749 0.091
H -2.574 1.117 1.330 0.110
C 2.818 0.691 -2.220 -0.158
C 1.391 1.129 -1.807 -0.160
H 2.986 0.778 -3.284 0.056
H 3.522 1.236 -1.593 0.056
H 2.945 -0.326 -1.838 0.057
H 1.519 1.727 -0.906 0.056
H 0.614 0.396 -1.621 0.042
H 1.033 1.806 -2.583 0.057

---

Most stable to least stable, the ends of the list are entry two and entry one.

---

Entry one
12
Properties=species:S:1:pos:R:3:lowdin_charge:R:1 method="wB97M-V/def2-TZVPD" homo_energy_ev=-7.76 lumo_energy_ev=-1.123 spin_multiplicity=1 total_charge=0
C 0.322 -0.716 -0.202 -0.541
C -0.893 -0.928 0.464 -0.076
C -1.564 0.319 0.763 -0.119
C -0.629 1.260 0.440 -0.077
H 1.730 -2.346 -0.114 0.348
H -1.404 -1.966 0.248 0.130
H -2.587 0.722 0.957 0.113
H -0.625 2.417 0.341 0.139
H 2.424 0.604 -0.893 0.224
N 0.506 0.625 -0.241 -0.144
O 1.194 -1.261 -0.916 0.013
O 1.528 1.268 -0.848 -0.009

---

Entry two
12
Properties=species:S:1:pos:R:3:lowdin_charge:R:1 method="wB97M-V/def2-TZVPD" homo_energy_ev=-8.61 lumo_energy_ev=0.700 smiles="Cc1coc(=O)[nH]1" spin_multiplicity=1 total_charge=0
C -1.562 -0.330 -0.740 -0.028
C -0.283 0.019 -0.064 -0.293
C 0.151 1.249 0.211 -0.063
O 1.436 1.222 0.700 0.091
C 1.838 -0.088 0.761 -0.523
O 2.921 -0.455 1.140 0.098
N 0.768 -0.830 0.305 0.171
H -1.388 -0.776 -1.725 0.085
H -2.215 -0.987 -0.162 0.080
H -2.092 0.618 -0.898 0.086
H -0.359 2.195 0.168 0.129
H 0.785 -1.836 0.306 0.166

---

Most stable to least stable, the ends of the list are entry two and entry one.